# 1
Here is a molecular structure, C33H55IrN6O3PS from the OMol25 dataset. Energies are from ωB97M-V with the def2-TZVPD basis set.

Results
molecular weight	839.10	g/mol
lowest unoccupied orbital energy (alpha / beta)	-5.407 / -6.681	eV
energy above the lowest of the compared OMol25 structures with the same formula, charge and spin	0.000	eV
multiplicity	2
total charge	+2
calculated total energy	-2688.05812	Eh

Atoms and positions in Å:
Ir (-1.0341, -0.5779, 0.6646)
C (-2.2555, -3.0479, 3.9937)
C (-1.9849, -2.3493, 2.7023)
N (-1.0912, -1.4282, 2.5220)
O (-0.3279, -0.9095, 3.5425)
C (-2.7421, -2.6763, 1.5187)
C (-3.7464, -3.7682, 1.3826)
N (-2.4694, -1.9266, 0.4654)
O (-3.0135, -2.0882, -0.6401)
H (-1.6566, -2.7039, 4.8342)
H (-2.0642, -4.1151, 3.8732)
H (-3.3055, -2.9315, 4.2624)
H (-0.6363, -1.2825, 4.3827)
H (-3.9200, -4.2766, 2.3272)
H (-3.4117, -4.5000, 0.6443)
H (-4.6924, -3.3669, 1.0161)
C (3.8445, 0.0562, -0.3395)
C (3.1161, -0.9975, -1.1871)
C (4.1600, -1.8548, -1.9149)
C (2.2823, -0.2184, -2.2173)
P (1.9790, -2.0149, -0.1018)
N (0.7376, -1.0034, 0.2903)
C (1.3158, -3.5144, -1.0028)
C (2.3423, -4.6562, -1.0470)
C (0.9167, -3.1376, -2.4384)
C (0.0191, -4.0121, -0.3416)
C (2.7930, -2.4591, 1.5339)
C (1.9294, -3.4868, 2.2815)
C (4.1972, -3.0458, 1.3377)
C (2.8837, -1.2174, 2.4377)
H (4.3759, 0.7121, -1.0315)
H (4.5915, -0.3729, 0.3227)
H (3.1547, 0.6670, 0.2440)
H (4.8190, -1.1768, -2.4612)
H (3.7190, -2.5294, -2.6448)
H (4.7827, -2.4341, -1.2361)
H (2.9644, 0.4457, -2.7527)
H (1.5243, 0.3915, -1.7277)
H (1.7923, -0.8480, -2.9520)
H (3.3037, -4.3555, -1.4585)
H (1.9402, -5.4351, -1.6976)
H (2.5080, -5.1073, -0.0710)
H (1.7680, -2.9368, -3.0839)
H (0.2327, -2.2872, -2.4607)
H (0.3859, -3.9924, -2.8615)
H (0.0914, -4.1851, 0.7274)
H (-0.2326, -4.9643, -0.8134)
H (-0.8008, -3.3286, -0.5466)
H (1.8960, -4.4559, 1.7902)
H (0.9127, -3.1254, 2.4359)
H (2.3821, -3.6371, 3.2631)
H (4.2106, -3.9296, 0.7036)
H (4.5658, -3.3448, 2.3212)
H (4.9023, -2.3190, 0.9413)
H (1.9185, -0.7368, 2.5748)
H (3.5978, -0.4809, 2.0875)
H (3.2285, -1.5597, 3.4156)
C (-2.6635, 3.1976, -4.7404)
C (-2.2509, 4.0841, -3.5722)
C (-0.8093, 3.8706, -3.1269)
N (-0.5827, 2.4787, -2.6932)
C (-0.9181, 1.9300, -1.5417)
S (-1.3375, 0.2613, -1.5478)
N (-1.0344, 2.6438, -0.3955)
C (-0.5003, 3.8833, 0.0848)
O (-1.1636, 4.4675, 0.8993)
C (0.8435, 4.3060, -0.3633)
C (1.8138, 3.3883, -0.7558)
C (3.0686, 3.8380, -1.1313)
C (3.3510, 5.1980, -1.1228)
C (2.3873, 6.1125, -0.7169)
C (1.1363, 5.6681, -0.3256)
H (-3.6772, 3.4297, -5.0615)
H (-2.6490, 2.1377, -4.4753)
H (-2.0050, 3.3455, -5.5985)
H (-2.9144, 3.9242, -2.7168)
H (-2.3491, 5.1363, -3.8461)
H (-0.5355, 4.5512, -2.3288)
H (-0.1130, 4.0493, -3.9464)
H (-0.4607, 1.8094, -3.4410)
H (-1.6979, 2.2609, 0.2637)
H (1.6005, 2.3267, -0.7428)
H (3.8325, 3.1308, -1.4257)
H (4.3301, 5.5459, -1.4237)
H (2.6145, 7.1694, -0.7005)
H (0.3763, 6.3632, 0.0063)
C (-5.7459, 3.2895, 2.6596)
C (-4.6908, 2.3305, 2.2103)
C (-4.8648, 1.5108, 1.0989)
C (-3.8538, 0.6657, 0.6901)
N (-2.6787, 0.5978, 1.3375)
C (-2.5021, 1.3704, 2.4285)
C (-3.4703, 2.2345, 2.8813)
H (-6.7002, 3.0921, 2.1770)
H (-5.4425, 4.3094, 2.4144)
H (-5.8786, 3.2429, 3.7401)
H (-5.7904, 1.5279, 0.5394)
H (-3.9625, 0.0271, -0.1774)
H (-1.5438, 1.2867, 2.9253)
H (-3.2675, 2.8446, 3.7512)


# 2
Here is 11 unconnected molecules or ions with the total composition C27H73Cl2NO14 in a non-equilibrium geometry from the OMol25 dataset. Energies are from ωB97M-V with the def2-TZVPD basis set.

Results
molecular weight	706.78	g/mol
lowest unoccupied orbital energy	0.571	eV
multiplicity	1
calculated total energy	-3100.90963	Eh
SMILES	C[C@H](Cl)[C@H](Cl)OC(=O)OC[C@@H](O)CN.CCO.CCO.CCO.CCO.CCO.CCO.CCO.CCO.CCO.CCO

Atoms and positions in Å:
C (-0.2385, -4.3306, -1.8826)
C (-0.6988, -2.8846, -1.7724)
Cl (-0.2614, -2.0352, -3.2679)
C (-0.0885, -2.2541, -0.4978)
Cl (-1.4151, -2.2373, 0.7241)
O (0.4069, -0.9679, -0.7114)
C (1.1512, -0.5079, 0.3552)
O (0.6484, -0.0467, 1.3527)
O (2.4591, -0.5738, 0.0731)
C (3.3106, -0.6589, 1.2131)
C (3.5879, -2.1007, 1.6571)
O (2.5490, -2.9368, 1.2012)
C (4.9438, -2.5709, 1.1149)
N (4.9609, -2.5599, -0.3484)
H (0.7572, -4.3628, -2.3161)
H (-0.8948, -4.8888, -2.5413)
H (-0.2444, -4.8079, -0.9063)
H (-1.7760, -2.8712, -1.6866)
H (0.7013, -2.8861, -0.1199)
H (4.2526, -0.2120, 0.9199)
H (2.9537, -0.0810, 2.0550)
H (3.6647, -2.1304, 2.7443)
H (2.7727, -3.8424, 1.4006)
H (5.7236, -1.9311, 1.5282)
H (5.1476, -3.5792, 1.4718)
H (5.4066, -1.7342, -0.7150)
H (5.4374, -3.3615, -0.7229)
C (2.6080, 0.8375, -4.0056)
C (3.5972, 0.0253, -3.1956)
O (4.8895, 0.6510, -3.1663)
H (2.9558, 0.9779, -5.0283)
H (1.6404, 0.3330, -4.0296)
H (2.4631, 1.8325, -3.5788)
H (3.7417, -0.9593, -3.6375)
H (3.2410, -0.1139, -2.1729)
H (4.7718, 1.5203, -2.7781)
C (4.4489, -3.8577, -4.8827)
C (3.3002, -4.8498, -4.8620)
O (2.0451, -4.2077, -4.6647)
H (4.4734, -3.2899, -3.9519)
H (5.4062, -4.3659, -5.0095)
H (4.3293, -3.1446, -5.7018)
H (3.4161, -5.5468, -4.0330)
H (3.2781, -5.4312, -5.7907)
H (1.9032, -3.5921, -5.3879)
C (3.5158, 4.0678, 0.8350)
C (4.8345, 3.4586, 1.2734)
O (5.1054, 2.2346, 0.5961)
H (2.6987, 3.3670, 1.0090)
H (3.3089, 4.9902, 1.3796)
H (3.5328, 4.2982, -0.2331)
H (4.8077, 3.2144, 2.3332)
H (5.6577, 4.1625, 1.1084)
H (5.1490, 2.4206, -0.3449)
C (-6.2747, -2.8293, -2.7133)
C (-5.2270, -3.5970, -1.9292)
O (-3.9600, -2.9421, -1.9499)
H (-5.9537, -2.6968, -3.7467)
H (-7.2308, -3.3543, -2.7071)
H (-6.4268, -1.8366, -2.2836)
H (-5.0656, -4.5800, -2.3686)
H (-5.5507, -3.7381, -0.8930)
H (-4.0693, -2.0745, -1.5498)
C (5.1244, 2.0639, 5.1780)
C (5.0571, 0.5624, 4.9739)
O (5.3471, 0.1845, 3.6289)
H (4.4241, 2.5675, 4.5118)
H (4.8791, 2.3303, 6.2067)
H (6.1256, 2.4409, 4.9556)
H (4.0525, 0.1963, 5.1800)
H (5.7480, 0.0536, 5.6544)
H (6.2382, 0.4772, 3.4211)
C (-3.3987, -0.2022, 4.3148)
C (-2.1221, -0.8916, 4.7566)
O (-1.9178, -2.1285, 4.0815)
H (-4.2591, -0.8525, 4.4814)
H (-3.5561, 0.7256, 4.8634)
H (-3.3629, 0.0227, 3.2457)
H (-2.1635, -1.1310, 5.8196)
H (-1.2595, -0.2360, 4.5897)
H (-1.8825, -1.9370, 3.1387)
C (-1.4816, 2.8054, -6.5662)
C (-0.4109, 2.0640, -5.7902)
O (0.8258, 2.7736, -5.7981)
H (-1.1534, 2.9754, -7.5921)
H (-2.4184, 2.2448, -6.5857)
H (-1.6681, 3.7823, -6.1208)
H (-0.2043, 1.0929, -6.2382)
H (-0.7372, 1.8955, -4.7576)
H (0.6697, 3.6405, -5.4140)
C (-2.3301, 7.8195, -6.4884)
C (-0.9956, 7.2601, -6.0313)
O (-0.6482, 6.0662, -6.7301)
H (-3.1185, 7.0794, -6.3515)
H (-2.5918, 8.7179, -5.9279)
H (-2.2976, 8.0759, -7.5498)
H (-1.0366, 6.9919, -4.9766)
H (-0.2041, 8.0061, -6.1591)
H (-0.5916, 6.2770, -7.6653)
C (-5.2720, 2.6929, 8.8225)
C (-4.9537, 1.5098, 7.9272)
O (-4.4529, 1.9185, 6.6561)
H (-6.0003, 3.3462, 8.3421)
H (-5.6758, 2.3625, 9.7805)
H (-4.3736, 3.2838, 9.0156)
H (-5.8540, 0.9321, 7.7243)
H (-4.2286, 0.8482, 8.4136)
H (-3.6489, 2.4230, 6.8059)
C (-7.3149, -1.5720, 5.3601)
C (-7.5186, -2.9159, 4.6846)
O (-6.5457, -3.1606, 3.6731)
H (-7.3452, -0.7696, 4.6227)
H (-8.0838, -1.3861, 6.1120)
H (-6.3378, -1.5323, 5.8477)
H (-8.4858, -2.9490, 4.1856)
H (-7.4931, -3.7239, 5.4243)
H (-5.6756, -3.1515, 4.0818)


# 3
Here is 2 unconnected molecules or ions with the total composition C4H10Si in a non-equilibrium geometry from the OMol25 dataset. Energies are from ωB97M-V with the def2-TZVPD basis set.

Results
molecular weight	86.21	g/mol
lowest unoccupied orbital energy (alpha / beta)	-0.395 / 0.055	eV
energy above the lowest of the compared OMol25 structures with the same formula, charge and spin	3.803	eV
multiplicity	1
calculated total energy	-447.69487	Eh

Atoms and positions in Å:
C (-1.8113, -0.4100, 0.9013)
C (-1.4675, -0.9124, -0.5610)
C (2.9457, -0.9697, 0.3269)
C (-0.2830, 2.1435, -0.5117)
Si (-0.3005, 0.3766, 0.1069)
H (-2.7706, -0.0606, 1.1634)
H (-1.4208, -1.1691, 1.6166)
H (-1.1041, -2.0393, -0.7294)
H (-2.1291, -0.8030, -1.3409)
H (3.7131, -0.4941, 0.8122)
H (2.5312, -1.7945, 0.9375)
H (3.2802, -1.0909, -0.7200)
H (-0.0001, 2.9344, 0.2210)
H (0.2039, 2.0604, -1.5079)
H (-1.3871, 2.2287, -0.7148)


# 4
Here is 2 unconnected molecules or ions with the total composition C3H9NO2S in a non-equilibrium geometry from the OMol25 dataset. Energies are from ωB97M-V with the def2-TZVPD basis set.

Results
molecular weight	123.18	g/mol
lowest unoccupied orbital energy (alpha / beta)	3.027 / -0.115	eV
energy above the lowest of the compared OMol25 structures with the same formula, charge and spin	2.504	eV
multiplicity	2
total charge	-1
calculated total energy	-723.03825	Eh

Atoms and positions in Å:
C (0.7012, 0.2947, 0.9925)
O (2.0747, 0.1094, 0.6059)
C (-0.3184, -0.4199, 0.0527)
C (-1.7190, 0.1807, 0.0578)
S (-2.5196, -0.2245, 1.7027)
N (-0.3005, -1.8787, 0.3668)
H (0.4991, 1.3289, 0.8035)
H (0.4866, -0.0157, 2.0137)
H (0.1024, -0.3608, -0.9930)
H (-1.6871, 1.2227, -0.2767)
H (-2.3599, -0.2986, -0.6623)
H (-1.1840, -2.0392, 0.7471)
H (0.2919, -2.0166, 1.2714)
H (2.2088, 0.6282, -0.1911)
H (1.5931, 1.8709, -2.8579)
O (2.1308, 1.6184, -3.6331)


# 5
Here is 4 unconnected molecules or ions with the total composition H8O4 in a non-equilibrium geometry from the OMol25 dataset. Energies are from ωB97M-V with the def2-TZVPD basis set.

Results
molecular weight	72.06	g/mol
lowest unoccupied orbital energy	0.737	eV
energy above the lowest of the compared OMol25 structures with the same formula, charge and spin	0.759	eV
multiplicity	1
calculated total energy	-305.75131	Eh
SMILES	O.O.O.O

Atoms and positions in Å:
O (0.2176, -1.8199, 0.2086)
H (0.4663, -2.0730, -0.7738)
H (-0.6570, -1.3465, 0.0422)
O (1.9987, 0.1559, -0.1622)
H (1.5205, -0.6858, 0.0124)
H (2.4098, 0.3890, 0.7057)
O (-0.3073, 1.7392, 0.1856)
H (0.4822, 1.1570, -0.0853)
H (-0.1995, 2.5992, -0.4568)
O (-1.9452, -0.3350, -0.1692)
H (-1.6100, 0.5479, -0.2075)
H (-2.3760, -0.3279, 0.7003)


Question: Among the records above, which one has the lowest calculated total energy?
Answer: C27H73Cl2NO14


Question: Which of these has the lowest calculated total energy?
Answer: C27H73Cl2NO14


Question: Number 3 is which compound?
Answer: C4H10Si


Question: What is the multiplicity in the second record?
Answer: 1